Below is a cluster of 2 separate species, C2H8N3O2 in total in a non-equilibrium geometry, with properties calculated with the ωB97M-V functional and the def2-TZVPD basis.

## Properties
Total charge: +1
HOMO level (eV): -13.68
ΔE to the lowest compared entry with this formula, charge and spin (eV): 5.607
Calculated total energy (eV): -10758.056
Multiplicity: 1

CARTESIAN COORDINATES (ANGSTROEM)
1 C -0.505 -1.113 -1.594
2 C 0.524 0.739 1.350
3 N 0.391 0.856 -2.497
4 N 0.006 0.236 -1.509
5 N -0.168 0.158 2.223
6 O 0.493 0.564 -3.640
7 O 1.129 1.849 1.578
8 H -0.884 -1.257 -2.500
9 H 0.133 -1.954 -1.513
10 H -1.170 -1.200 -0.843
11 H 0.413 0.283 0.308
12 H 0.688 1.769 -2.276
13 H -0.156 0.635 3.105
14 H -0.730 -0.605 1.871
15 H 1.119 2.368 2.380

Atomic partial charges in e from the natural (NBO) method, atoms 1 to 5: -0.473 0.540 0.252 -0.332 -0.678

Below is the molecule C2H8N3P in a non-equilibrium geometry, with properties calculated with the ωB97M-V functional and the def2-TZVPD basis.

## Properties
HOMO level (eV): -8.68
ΔE to the lowest compared entry with this formula, charge and spin (eV): 0.000
Calculated total energy (eV): -15962.599
Multiplicity: 1

CARTESIAN COORDINATES (ANGSTROEM)
1 C -0.196 1.248 1.882
2 C 0.473 0.431 0.907
3 N 0.016 0.329 -0.235
4 P 0.732 -0.787 -1.567
5 N 0.973 -2.073 -0.429
6 N -0.798 -1.235 -2.145
7 H 0.009 0.776 2.851
8 H 0.280 2.293 2.012
9 H -1.208 1.323 1.528
10 H 1.194 -0.245 1.184
11 H 1.722 -2.736 -0.700
12 H 0.186 -2.629 -0.169
13 H -1.432 -1.108 -1.414
14 H -1.150 -0.672 -2.886

Atomic partial charges in e from the natural (NBO) method, atoms 1 to 5: -0.671 0.119 -0.727 1.238 -1.178

Below is a structure of composition C2H8N3S in a non-equilibrium geometry, with properties calculated with the ωB97M-V functional and the def2-TZVPD basis.

## Properties
Total charge: +1
HOMO level (alpha / beta) (eV): -10.12 / -13.99
ΔE to the lowest compared entry with this formula, charge and spin (eV): 0.988
Calculated total energy (eV): -17498.334
Multiplicity: 3

CARTESIAN COORDINATES (ANGSTROEM)
1 C 1.454 1.312 -0.221
2 C -1.368 -1.044 0.302
3 N 2.329 2.090 0.356
4 N -2.173 -2.068 0.453
5 N -0.423 -0.941 -0.481
6 S -0.032 1.785 -0.975
7 H -1.583 -0.219 0.965
8 H 3.168 2.035 0.793
9 H 2.266 3.105 0.179
10 H -2.226 -2.885 -0.085
11 H -2.931 -2.008 1.027
12 H -0.049 0.189 -0.833
13 H -0.166 -1.668 -1.241
14 H 1.736 0.315 -0.241

Atomic partial charges in e from the natural (NBO) method, atoms 1 to 5: -0.398 0.372 -0.622 -0.724 -0.727